Record 1
Formula: C26H27AsBrCl3F2IrN2OS
Source: OMol25
Level of theory: ωB97M-V with the def2-TZVPD basis set

Each line ends with the Mulliken charge.
Geometry (Å):
Ir1 1.443227 -0.987129 0.048972  1.0763
Br1 0.650193 0.489710 1.823819  -0.4939
C1 4.914292 -0.697168 -1.472297  -1.1743
As1 3.669088 0.128491 -0.254465  0.4343
C2 3.513706 1.947296 -0.878002  -1.2404
C3 4.579520 0.183339 1.485659  -1.1926
C4 5.847533 0.973289 1.389139  0.4290
C5 7.048875 0.340446 1.074471  -0.3765
C6 8.220336 1.074226 0.969119  -0.6334
C7 8.201057 2.446839 1.176060  -0.4615
C8 7.009629 3.083744 1.498554  -0.6137
C9 5.838028 2.351216 1.602875  -0.3015
H1 5.830677 -0.109606 -1.453006  0.4324
H2 4.494912 -0.701216 -2.475598  0.4207
H3 5.122583 -1.717629 -1.159107  0.3728
H4 4.495437 2.412769 -0.811995  0.4697
H5 2.801537 2.490168 -0.260606  0.3320
H6 3.184058 1.936737 -1.914984  0.4122
H7 4.763129 -0.857502 1.749167  0.5226
H8 3.865242 0.600353 2.193792  0.5837
H9 7.073312 -0.735345 0.935234  0.4105
H10 9.151073 0.573176 0.737780  0.4010
H11 9.116711 3.018283 1.100582  0.4020
H12 6.997533 4.150229 1.681247  0.3999
H13 4.913378 2.848606 1.877816  0.4137
Cl1 -4.224107 5.096102 1.113267  -0.0467
C10 -4.258163 3.516333 0.512477  0.4601
C11 -3.479424 2.522908 1.161094  -0.9409
C12 -3.507276 1.232760 0.687811  -0.0287
C13 -4.282544 0.880592 -0.417046  -0.1632
C14 -4.283442 -0.566317 -0.852067  0.5201
C15 -3.545341 -0.806072 -2.185700  -1.1660
N1 -2.137350 -0.439114 -2.041005  0.3426
C16 -1.548242 0.738237 -2.464008  -0.4238
C17 -0.265799 0.707446 -2.027079  -0.6419
N2 -0.072098 -0.475937 -1.339417  -0.2642
C18 -1.225722 -1.140905 -1.369298  0.2397
O1 -5.603836 -1.022712 -0.897203  -0.3877
C19 -5.764899 -2.449572 -0.716471  -0.9053
C20 -5.143891 -2.932219 0.553212  -0.0722
C21 -4.021168 -3.701809 0.628700  0.8414
Cl2 -3.098300 -4.304432 -0.699078  -0.1546
S1 -3.537118 -4.033430 2.234938  -0.1014
C22 -4.848272 -3.118484 2.848564  -0.4728
C23 -5.614387 -2.595430 1.859366  -0.6172
C24 -5.044088 1.910203 -1.063328  0.9007
Cl3 -5.969930 1.574308 -2.453469  -0.0534
C25 -5.034035 3.208285 -0.595783  -0.8203
H14 -2.889501 2.794513 2.027471  0.4876
H15 -2.933955 0.464588 1.196102  0.5707
H16 -3.720792 -1.111747 -0.084556  0.0272
H17 -3.967459 -0.234080 -3.005515  0.2213
H18 -3.608391 -1.864265 -2.431105  0.4944
H19 -2.085362 1.467130 -3.049488  0.4671
H20 0.519473 1.432279 -2.158809  0.4361
H21 -1.417679 -2.103254 -0.913421  0.0578
H22 -5.354892 -2.987746 -1.572994  0.4096
H23 -6.841159 -2.596172 -0.713271  0.4329
H24 -4.997619 -3.042297 3.915209  0.4718
H25 -6.502315 -2.003759 2.038365  0.4659
H26 -5.620296 3.972847 -1.087563  0.5122
F1 0.795323 -3.707973 -0.503536  -0.1964
C26 0.954490 -3.024197 0.648972  -0.1213
F2 -0.244045 -2.965603 1.268306  -0.1631
H27 1.678543 -3.534324 1.283127  0.3571

Cartesian forces (eV/Å) of the 6 atoms listed first:
0.5440 -0.3135 0.4791
-0.1424 0.1938 0.1136
0.0284 0.1037 0.0447
-0.2376 -0.2477 -0.0015
0.0590 0.0009 0.0343
-0.0834 0.0211 -0.2280

## Properties
- HOMO-LUMO gap (alpha / beta): 6.73 / 3.01 eV
- Multiplicity: 6
- Energy above the lowest of the compared OMol25 structures with the same formula, charge and spin: 0.00 kcal/mol
- Expectation value of S²: 8.777
- E_HOMO (alpha / beta): -13.02 / -13.20 eV
- LUMO energy (alpha / beta): -6.29 / -10.19 eV
- Charge: +2

Record 2
Formula: C5H7NO
Source: OMol25
Level of theory: ωB97M-V with the def2-TZVPD basis set

Each line ends with the Mulliken charge.
Geometry (Å):
C1 0.384979 0.353475 -1.863968  -1.1723
C2 0.134902 0.262385 -0.386678  0.6228
N1 0.660191 1.233312 0.564489  -0.5505
C3 0.820310 -0.140362 0.930071  -0.1858
C4 -0.487952 -0.710560 1.519128  -0.6012
C5 -1.077197 -0.453271 0.131307  0.3641
O1 -2.008893 -0.947808 -0.449697  -0.5890
H1 0.334624 -0.634561 -2.331876  0.2806
H2 1.331662 0.835942 -2.115200  0.3689
H3 -0.430276 0.948596 -2.296871  0.2878
H4 -0.029965 1.736028 1.115835  0.2625
H5 1.822741 -0.524766 1.101780  0.3854
H6 -0.946992 -0.176538 2.357010  0.2613
H7 -0.508135 -1.781871 1.724668  0.2654

Cartesian forces (eV/Å) of the 6 atoms listed first:
0.1000 -0.0110 0.0028
-0.1685 -0.0557 -0.4640
-0.2314 0.2575 0.1045
0.1853 -0.2634 0.1925
-0.0222 -0.0347 0.0669
-0.3726 -0.1108 -0.1703

## Properties
- HOMO-LUMO gap: 10.31 eV
- Energy above the lowest of the compared OMol25 structures with the same formula, charge and spin: 46.96 kcal/mol
- E_HOMO: -9.35 eV
- LUMO energy: 0.96 eV
- Charge: 0

Record 3
Formula: C5H11NO
Source: OMol25
Level of theory: ωB97M-V with the def2-TZVPD basis set

Each line ends with the Mulliken charge.
Geometry (Å):
C1 2.383858 -0.577932 -0.792706  -1.4384
C2 0.953339 -0.205193 -0.495393  -0.2074
C3 0.705425 1.162047 0.123066  -0.6213
N1 -0.747349 1.095732 0.383020  -0.2025
C4 -1.239429 -0.092771 0.796076  0.7780
O1 -0.629184 -0.868006 1.566017  -0.6191
C5 -2.609636 -0.488138 0.388643  -1.1216
H1 2.410639 -1.567651 -1.261969  0.3243
H2 2.933598 0.111612 -1.453209  0.3479
H3 2.926093 -0.643745 0.153527  0.3412
H4 0.399077 -0.166826 -1.481132  0.1400
H5 0.499756 -0.880517 0.757886  0.4615
H6 1.253139 1.242491 1.065832  0.2537
H7 0.905273 2.087088 -0.445472  0.3788
H8 -1.333527 1.627235 -0.248118  0.2861
H9 -2.569947 -1.363856 -0.271126  0.2475
H10 -3.150383 0.319081 -0.100613  0.3374
H11 -3.090742 -0.790652 1.315671  0.3139

Cartesian forces (eV/Å) of the 6 atoms listed first:
0.3564 -0.0560 0.1675
0.3973 -0.3561 1.0094
0.1689 -0.1362 0.2401
-0.1942 -0.3444 0.0228
-0.8131 0.3070 1.2820
-0.4332 0.5567 -0.2065

## Properties
- HOMO-LUMO gap: 9.00 eV
- Energy above the lowest of the compared OMol25 structures with the same formula, charge and spin: 65.47 kcal/mol
- E_HOMO: -8.13 eV
- LUMO energy: 0.87 eV
- Charge: 0

Values of maximum force, in order: 0.82; 0.50; 4.21, all in eV/Å.